No. 1
{
  "formula": "C22H26N2O5",
  "method": "ωB97M-V with the def2-TZVPD basis set",
  "homo_lumo_gap_ev": 8.898,
  "smiles": "COCCn1c(C)cc(C(=O)COC(=O)c2ccc(N3CCCC3=O)cc2)c1C",
  "de_lowest_kcal_mol": 38.5,
  "largest_force_ev_per_a": 0.84,
  "lumo_energy_ev": 0.722,
  "elements": ["C", "O", "C", "C", "N", "C", "C", "C", "C", "C", "O", "C", "O", "C", "O", "C", "C", "C", "C", "N", "C", "C", "C", "C", "O", "C", "C", "C", "C", "H", "H", "H", "H", "H", "H", "H", "H", "H", "H", "H", "H", "H", "H", "H", "H", "H", "H", "H", "H", "H", "H", "H", "H", "H", "H"],
  "xyz": [[4.66, -3.25, 6.64], [3.34, -2.77, 6.60], [2.74, -2.88, 5.34], [1.33, -2.29, 5.43], [0.65, -2.34, 4.16], [-0.12, -3.40, 3.72], [-0.40, -4.59, 4.57], [-0.55, -3.11, 2.46], [-0.02, -1.84, 2.10], [-0.20, -1.13, 0.86], [0.33, -0.07, 0.57], [-1.14, -1.82, -0.15], [-1.25, -1.03, -1.32], [-1.96, 0.10, -1.18], [-2.66, 0.33, -0.21], [-1.83, 1.00, -2.34], [-2.63, 2.14, -2.41], [-2.51, 3.03, -3.45], [-1.58, 2.79, -4.47], [-1.41, 3.70, -5.52], [-0.21, 3.69, -6.34], [-0.24, 5.05, -7.04], [-1.73, 5.34, -7.14], [-2.33, 4.61, -5.95], [-3.43, 4.80, -5.50], [-0.79, 1.64, -4.41], [-0.92, 0.75, -3.36], [0.73, -1.40, 3.19], [1.46, -0.12, 3.37], [4.70, -4.31, 6.38], [5.02, -3.10, 7.65], [5.31, -2.70, 5.94], [3.33, -2.34, 4.58], [2.70, -3.94, 5.03], [0.77, -2.85, 6.18], [1.41, -1.25, 5.76], [-0.97, -4.31, 5.46], [-0.99, -5.30, 4.00], [0.52, -5.08, 4.89], [-1.17, -3.74, 1.85], [-2.12, -1.95, 0.32], [-0.73, -2.78, -0.46], [-3.33, 2.32, -1.61], [-3.13, 3.91, -3.49], [0.67, 3.55, -5.72], [-0.26, 2.87, -7.08], [0.26, 5.03, -8.00], [0.25, 5.80, -6.41], [-1.98, 6.40, -7.11], [-2.16, 4.92, -8.05], [-0.07, 1.42, -5.19], [-0.30, -0.13, -3.32], [2.51, -0.29, 3.57], [1.04, 0.45, 4.19], [1.36, 0.46, 2.45]],
  "nbo_charge": [-0.2447, -0.5383, -0.0601, -0.2274, -0.3275, 0.1383, -0.6420, -0.2639, -0.2664, 0.5673, -0.5647, -0.1781, -0.5001, 0.7951, -0.5996, -0.1921, -0.1295, -0.2437, 0.1701, -0.4364, -0.2049, -0.4041, -0.4992, 0.6937, -0.5935, -0.2232, -0.1531, 0.2525, -0.6732, 0.1655, 0.1974, 0.1665, 0.1663, 0.1636, 0.2180, 0.2212, 0.2178, 0.2343, 0.2133, 0.2186, 0.2218, 0.2120, 0.2357, 0.2534, 0.2110, 0.1869, 0.2186, 0.2104, 0.2381, 0.2291, 0.2071, 0.2298, 0.2147, 0.2200, 0.2775]
}

---

No. 2
{
  "formula": "C22H26N2O5S",
  "method": "ωB97M-V with the def2-TZVPD basis set",
  "homo_lumo_gap_ev": 8.574,
  "smiles": "O=C(NCc1ccc2c(c1)OCO2)[C@H]1CC[C@@H](CNS(=O)(=O)c2ccccc2)CC1",
  "de_lowest_kcal_mol": 27.6,
  "largest_force_ev_per_a": 1.41,
  "lumo_energy_ev": 0.545,
  "elements": ["O", "C", "N", "C", "C", "C", "C", "C", "C", "C", "O", "C", "O", "C", "C", "C", "C", "C", "N", "S", "O", "O", "C", "C", "C", "C", "C", "C", "C", "C", "H", "H", "H", "H", "H", "H", "H", "H", "H", "H", "H", "H", "H", "H", "H", "H", "H", "H", "H", "H", "H", "H", "H", "H", "H", "H"],
  "xyz": [[-3.72, -1.21, 1.69], [-3.59, -1.24, 0.48], [-3.92, -0.18, -0.29], [-4.21, 1.12, 0.28], [-3.05, 2.06, 0.07], [-3.17, 3.17, -0.75], [-2.09, 4.03, -0.97], [-0.90, 3.72, -0.36], [-0.77, 2.59, 0.46], [-1.83, 1.76, 0.69], [0.50, 2.53, 0.95], [1.20, 3.61, 0.34], [0.28, 4.39, -0.40], [-3.12, -2.49, -0.26], [-2.19, -3.28, 0.67], [-0.89, -2.51, 0.91], [-0.17, -2.21, -0.41], [1.09, -1.38, -0.16], [1.89, -1.27, -1.35], [2.83, 0.09, -1.53], [3.60, -0.12, -2.72], [1.97, 1.23, -1.45], [3.92, 0.07, -0.11], [3.51, 0.65, 1.08], [4.34, 0.58, 2.18], [5.57, -0.05, 2.09], [5.97, -0.63, 0.89], [5.13, -0.57, -0.21], [-1.10, -1.46, -1.37], [-2.39, -2.25, -1.59], [-3.73, -0.20, -1.28], [-4.39, 0.95, 1.34], [-5.12, 1.52, -0.18], [-4.11, 3.39, -1.22], [-2.19, 4.90, -1.60], [-1.74, 0.90, 1.34], [1.67, 4.22, 1.12], [1.96, 3.20, -0.34], [-4.02, -3.09, -0.44], [-2.69, -3.43, 1.63], [-1.97, -4.25, 0.23], [-1.12, -1.57, 1.42], [-0.24, -3.09, 1.56], [0.12, -3.16, -0.87], [1.67, -1.81, 0.68], [0.81, -0.36, 0.11], [2.38, -2.11, -1.63], [2.55, 1.15, 1.13], [4.04, 1.03, 3.12], [6.22, -0.10, 2.95], [6.93, -1.12, 0.82], [5.42, -0.99, -1.17], [-1.33, -0.48, -0.95], [-0.59, -1.31, -2.31], [-3.04, -1.75, -2.31], [-2.15, -3.23, -2.01]],
  "nbo_charge": [-0.6447, 0.6896, -0.6118, -0.2472, -0.0377, -0.2134, -0.2797, 0.3021, 0.2398, -0.2735, -0.4908, 0.2256, -0.4871, -0.3177, -0.3912, -0.3943, -0.2243, -0.2226, -0.8584, 2.3163, -0.9382, -0.9497, -0.2636, -0.2329, -0.1971, -0.1934, -0.2072, -0.2211, -0.4101, -0.3966, 0.3964, 0.2457, 0.2010, 0.2104, 0.2271, 0.2334, 0.1566, 0.1856, 0.2344, 0.2382, 0.1978, 0.2077, 0.2087, 0.1893, 0.1858, 0.2200, 0.4015, 0.2462, 0.2203, 0.2185, 0.2210, 0.2416, 0.2074, 0.2271, 0.1980, 0.2112]
}

---

No. 3
{
  "formula": "C22H26N4O5",
  "method": "ωB97M-V with the def2-TZVPD basis set",
  "homo_lumo_gap_ev": 8.183,
  "smiles": "CCOC(=O)C1CCN(c2nc3ccccc3nc2[C@H](C#N)C(=O)OCCOC)CC1",
  "de_lowest_kcal_mol": 72.5,
  "largest_force_ev_per_a": 1.07,
  "lumo_energy_ev": -0.188,
  "elements": ["C", "C", "O", "C", "O", "C", "C", "C", "N", "C", "N", "C", "C", "C", "C", "C", "C", "N", "C", "C", "C", "N", "C", "O", "O", "C", "C", "O", "C", "C", "C", "H", "H", "H", "H", "H", "H", "H", "H", "H", "H", "H", "H", "H", "H", "H", "H", "H", "H", "H", "H", "H", "H", "H", "H", "H", "H"],
  "xyz": [[-6.71, -2.47, -0.02], [-5.39, -2.68, -0.75], [-4.64, -1.47, -0.84], [-3.89, -1.14, 0.22], [-3.81, -1.80, 1.22], [-3.19, 0.19, -0.01], [-2.32, 0.13, -1.28], [-1.11, -0.77, -1.06], [-0.32, -0.30, 0.06], [1.00, -0.68, 0.07], [1.39, -1.48, -0.91], [2.65, -1.93, -0.95], [3.07, -2.80, -1.98], [4.34, -3.31, -1.96], [5.24, -2.96, -0.95], [4.88, -2.09, 0.05], [3.58, -1.55, 0.05], [3.22, -0.62, 0.95], [2.00, -0.17, 0.97], [1.83, 1.03, 1.90], [1.27, 0.68, 3.18], [0.90, 0.39, 4.23], [1.08, 2.16, 1.20], [0.07, 2.69, 1.57], [1.78, 2.52, 0.12], [1.26, 3.60, -0.66], [0.06, 3.15, -1.50], [-0.25, 4.03, -2.55], [-0.84, 5.24, -2.13], [-1.09, -0.31, 1.29], [-2.32, 0.59, 1.18], [-7.28, -1.68, -0.50], [-6.51, -2.18, 1.01], [-7.28, -3.39, -0.03], [-4.79, -3.43, -0.23], [-5.56, -2.98, -1.79], [-3.98, 0.93, -0.16], [-2.91, -0.25, -2.11], [-1.98, 1.14, -1.53], [-0.47, -0.76, -1.95], [-1.43, -1.81, -0.89], [2.35, -3.08, -2.74], [4.66, -3.99, -2.73], [6.24, -3.38, -0.96], [5.56, -1.80, 0.83], [2.85, 1.38, 2.09], [0.98, 4.42, 0.01], [2.08, 3.91, -1.31], [0.31, 2.20, -1.98], [-0.81, 3.00, -0.84], [-1.70, 5.06, -1.48], [-0.13, 5.89, -1.62], [-1.18, 5.73, -3.04], [-0.49, 0.02, 2.13], [-1.43, -1.34, 1.50], [-2.89, 0.50, 2.10], [-2.00, 1.62, 1.07]],
  "nbo_charge": [-0.6342, -0.0754, -0.5165, 0.8056, -0.6078, -0.3184, -0.3906, -0.2277, -0.4342, 0.3787, -0.4472, 0.1187, -0.1963, -0.1930, -0.2189, -0.1993, 0.1479, -0.3775, 0.1923, -0.4690, 0.2853, -0.2841, 0.8291, -0.5793, -0.4994, -0.1043, -0.0885, -0.5277, -0.2518, -0.2343, -0.4005, 0.2098, 0.2236, 0.2172, 0.1985, 0.1889, 0.2369, 0.2282, 0.2093, 0.2394, 0.1852, 0.2232, 0.2162, 0.2169, 0.2253, 0.3077, 0.1952, 0.2052, 0.1959, 0.1763, 0.1687, 0.1641, 0.1978, 0.2247, 0.2055, 0.2320, 0.2265]
}